(1)
Here is a 2-piece molecular cluster, C3H7N2 overall from OMol25. Energies are from wB97M-V/def2-TZVPD.

Summary:
HOMO: -14.63 eV
E_LUMO: -0.2417 hartree
total charge: +1
ΔE to the lowest compared entry with this formula, charge and spin: 101.7 kcal/mol

XYZ file:
```
12
C3H7N2, DFT wB97M-V/def2-TZVPD
C -2.63 0.55 -0.32
C 1.04 -0.28 0.13
C 2.40 0.29 -0.10
N -0.07 0.31 -0.04
N -3.16 -0.49 0.02
H 1.09 -1.23 0.51
H 2.72 1.20 0.37
H 2.64 0.48 -1.21
H 3.06 -0.47 0.29
H 0.07 1.30 -0.29
H -4.14 -0.55 -0.19
H -3.02 -1.12 0.84
```

Atomic partial charges in e from the Löwdin method, atoms 1 to 2: 0.295, -0.233

***

(2)
Here is an isolated ion of composition C3H7N2 and charge +1 from OMol25. Energies are from wB97M-V/def2-TZVPD.

Summary:
HOMO: -14.24 eV
E_LUMO: -0.1477 hartree
total charge: +1
ΔE to the lowest compared entry with this formula, charge and spin: 16.3 kcal/mol

XYZ file:
```
12
C3H7N2, DFT wB97M-V/def2-TZVPD
C -2.13 0.11 0.16
C -0.94 0.35 -0.31
N -0.01 -0.69 -0.07
C 1.28 -0.55 0.04
N 1.95 0.57 0.04
H -2.35 -0.93 0.47
H -2.90 0.82 0.28
H -0.81 1.20 -1.05
H -0.54 -1.60 0.26
H 1.95 -1.35 0.41
H 1.59 1.54 -0.12
H 2.90 0.52 -0.11
```

Atomic partial charges in e from the Löwdin method, atoms 1 to 2: 0.072, -0.169

***

(3)
Here is a 2-piece molecular cluster, C3H7N2O overall from OMol25. Energies are from wB97M-V/def2-TZVPD.

Summary:
HOMO: -13.43 eV
E_LUMO: -0.1634 hartree
total charge: +1
ΔE to the lowest compared entry with this formula, charge and spin: 57.6 kcal/mol

XYZ file:
```
13
C3H7N2O, DFT wB97M-V/def2-TZVPD
C 0.16 1.26 -1.14
C 0.42 -0.30 0.99
C -0.87 0.67 -1.90
N 0.81 0.02 2.19
N 0.08 -1.53 0.70
O 0.95 2.06 -0.94
H -1.37 -0.17 -1.42
H -0.45 0.36 -2.87
H -1.62 1.45 -2.10
H 1.07 0.96 2.43
H 0.89 -0.68 2.93
H -0.18 -1.80 -0.24
H 0.11 -2.29 1.38
```

Atomic partial charges in e from the Löwdin method, atoms 1 to 2: -0.096, -0.249

***

(4)
Here is an isolated ion of composition C3H7N2O and charge +1 from OMol25. Energies are from wB97M-V/def2-TZVPD.

Summary:
HOMO (spin up / spin down): -12.30 / -12.30 eV
E_LUMO (spin up / spin down): -0.1509 / -0.1508 hartree
total charge: +1
ΔE to the lowest compared entry with this formula, charge and spin: 107.9 kcal/mol

XYZ file:
```
13
C3H7N2O, DFT wB97M-V/def2-TZVPD
C -1.37 -0.98 -0.32
C -0.64 -0.24 0.62
C 1.21 0.98 0.84
N -2.56 -1.59 -0.10
N 2.34 1.47 0.02
O 0.49 0.28 0.09
H -1.21 -0.94 -1.41
H -0.74 -0.03 1.62
H -2.82 -2.28 -0.83
H -2.78 -1.83 0.87
H 3.23 0.92 0.09
H 2.50 2.42 0.10
H 2.33 1.30 -1.06
```

Atomic partial charges in e from the Löwdin method, atoms 1 to 2: -0.110, -0.107

***

(5)
Here is an isolated ion of composition C3H7N2O and charge +1 from OMol25. Energies are from wB97M-V/def2-TZVPD.

Summary:
HOMO (spin up / spin down): -14.10 / -12.69 eV
E_LUMO (spin up / spin down): -0.1526 / -0.1809 hartree
total charge: +1
ΔE to the lowest compared entry with this formula, charge and spin: 130.4 kcal/mol

XYZ file:
```
13
C3H7N2O, DFT wB97M-V/def2-TZVPD
C 1.30 -1.10 -0.18
C 0.20 -0.53 -1.02
C -0.89 0.46 0.92
N 1.38 -0.99 1.01
N -0.52 0.68 -0.46
O -0.60 1.45 1.70
H 2.20 -1.35 -0.87
H 0.55 -0.17 -1.99
H -0.55 -1.31 -1.25
H -1.26 -0.57 1.19
H 0.08 1.48 -0.43
H -1.27 0.63 -1.23
H -0.62 1.31 2.59
```

Atomic partial charges in e from the Löwdin method, atoms 1 to 2: -0.289, -0.123

***

(6)
Here is an isolated ion of composition C3H7N2O and charge +1 from OMol25. Energies are from wB97M-V/def2-TZVPD.

Summary:
HOMO (spin up / spin down): -15.57 / -15.57 eV
E_LUMO (spin up / spin down): -0.2496 / -0.2495 hartree
total charge: +1
ΔE to the lowest compared entry with this formula, charge and spin: 135.5 kcal/mol

XYZ file:
```
13
C3H7N2O, DFT wB97M-V/def2-TZVPD
N 0.03 1.17 -0.88
C 0.04 0.10 0.03
N -0.29 1.06 1.21
O 0.39 1.77 1.92
C 0.90 -1.07 0.05
C -0.60 -1.29 -0.34
H 0.79 1.80 -1.03
H -0.65 0.98 -1.58
H -1.22 1.37 1.21
H 1.83 -1.16 -0.54
H 1.00 -1.50 1.05
H -1.34 -1.83 0.29
H -0.88 -1.41 -1.41
```

Atomic partial charges in e from the Löwdin method, atoms 1 to 2: 0.180, -0.431

***

(7)
Here is a 2-piece molecular cluster, C3H7N2O overall from OMol25. Energies are from wB97M-V/def2-TZVPD.

Summary:
HOMO: -14.56 eV
E_LUMO: -0.1573 hartree
total charge: +1
ΔE to the lowest compared entry with this formula, charge and spin: 25.0 kcal/mol

XYZ file:
```
13
C3H7N2O, DFT wB97M-V/def2-TZVPD
C -0.05 -0.08 -0.38
C 0.61 -1.16 -0.90
N 1.13 -1.81 0.21
C 0.62 -1.27 1.35
N -0.01 -0.15 0.97
H -0.86 0.50 -0.81
H 0.95 -1.28 -1.92
H 1.95 -2.41 0.23
H 0.19 -1.79 2.19
H -0.69 0.32 1.56
H -0.98 3.42 -0.23
H -1.44 3.00 -1.59
O -1.42 2.69 -0.67
```

Atomic partial charges in e from the Löwdin method, atoms 1 to 2: -0.048, 0.008

***

(8)
Here is C3H7N2O2 as an isolated structure from OMol25. Energies are from wB97M-V/def2-TZVPD.

Summary:
HOMO: -3.73 eV
E_LUMO: 0.1318 hartree
total charge: -1
ΔE to the lowest compared entry with this formula, charge and spin: 112.7 kcal/mol

XYZ file:
```
14
C3H7N2O2, DFT wB97M-V/def2-TZVPD
C 0.13 0.48 -0.08
N 1.20 -0.56 -0.06
C 2.52 -0.18 0.43
O 2.50 0.97 1.00
O 3.55 -0.76 0.13
C -1.23 -0.30 0.00
N -2.45 0.82 0.10
H 0.05 0.86 0.89
H -0.03 1.38 -0.80
H 1.27 -1.14 -0.86
H -1.06 -1.26 -0.76
H -1.90 0.24 -0.89
H -1.28 -0.76 0.99
H -3.28 0.22 -0.09
```

Atomic partial charges in e from the Löwdin method, atoms 1 to 2: -0.232, 0.021

***

(9)
Here is an isolated ion of composition C3H7N2O2 and charge -1 from OMol25. Energies are from wB97M-V/def2-TZVPD.

Summary:
HOMO: -2.78 eV
E_LUMO: 0.1503 hartree
total charge: -1
ΔE to the lowest compared entry with this formula, charge and spin: 32.3 kcal/mol

XYZ file:
```
14
C3H7N2O2, DFT wB97M-V/def2-TZVPD
N -1.45 1.45 0.14
C -1.06 0.48 1.03
O -1.19 0.61 2.23
C -0.52 -0.76 0.35
N 0.18 -0.47 -0.87
C 1.68 -0.31 -0.60
O 2.27 -1.39 -0.13
H -1.04 1.33 -0.78
H -1.43 2.40 0.50
H -1.40 -1.38 0.15
H 0.08 -1.34 1.06
H 0.13 -1.21 -1.55
H 1.70 0.59 0.07
H 2.04 0.00 -1.61
```

Atomic partial charges in e from the Löwdin method, atoms 1 to 2: 0.129, -0.554

***

(10)
Here is an isolated ion of composition C3H7N2O2 and charge +1 from OMol25. Energies are from wB97M-V/def2-TZVPD.

Summary:
HOMO: -12.91 eV
E_LUMO: -0.1731 hartree
total charge: +1
ΔE to the lowest compared entry with this formula, charge and spin: 84.4 kcal/mol

XYZ file:
```
14
C3H7N2O2, DFT wB97M-V/def2-TZVPD
C -1.74 0.55 -1.35
N -0.69 -0.15 -1.37
O -0.30 -0.81 -2.44
C 0.30 -0.31 -0.20
O 1.27 -1.13 -0.38
C 0.03 0.23 1.06
N 1.15 -0.02 1.92
H -2.40 0.87 -2.14
H -1.86 1.04 -0.46
H 0.62 -1.17 -2.26
H -0.71 0.95 1.40
H 0.77 -0.10 2.85
H 1.79 0.86 1.77
H 1.76 -0.81 1.59
```

Atomic partial charges in e from the Löwdin method, atoms 1 to 2: 0.222, -0.084

***

(11)
Here is an isolated ion of composition C3H7N2O2 and charge +1 from OMol25. Energies are from wB97M-V/def2-TZVPD.

Summary:
HOMO: -12.94 eV
E_LUMO: -0.1460 hartree
total charge: +1
ΔE to the lowest compared entry with this formula, charge and spin: 89.0 kcal/mol

XYZ file:
```
14
C3H7N2O2, DFT wB97M-V/def2-TZVPD
C 0.93 -1.82 1.57
C 0.63 0.59 0.04
C 0.17 0.17 -1.32
N 0.43 -0.96 0.81
N -0.36 1.46 0.79
O 1.46 -2.51 2.24
O -1.01 -0.60 -1.35
H 1.00 -0.31 -1.76
H 0.15 1.06 -1.91
H -0.28 -1.22 0.13
H -0.57 2.41 0.32
H 0.01 1.62 1.71
H -1.32 0.99 0.95
H -1.23 -0.89 -2.23
```

Atomic partial charges in e from the Löwdin method, atoms 1 to 2: -0.199, -0.098

***

(12)
Here is a 2-piece molecular cluster, C3H7N2O2 overall from OMol25. Energies are from wB97M-V/def2-TZVPD.

Summary:
HOMO (spin up / spin down): -11.52 / -14.08 eV
E_LUMO (spin up / spin down): -0.1282 / -0.2414 hartree
spin multiplicity: 3
total charge: +1
ΔE to the lowest compared entry with this formula, charge and spin: 103.6 kcal/mol
expectation value of S²: 2.02

XYZ file:
```
14
C3H7N2O2, DFT wB97M-V/def2-TZVPD
C -1.89 0.46 0.06
C -1.93 -0.84 0.10
C 0.18 0.37 -0.84
N 1.97 -1.01 -0.02
N 0.56 1.32 0.15
O -1.97 1.60 0.23
O 0.84 -0.68 -0.97
H -1.84 -1.43 -0.79
H -1.94 -1.33 0.99
H 1.69 -1.97 0.35
H 2.72 -1.18 -0.59
H 1.16 1.94 -0.25
H 0.80 0.91 1.10
H -0.34 1.84 0.47
```

Atomic partial charges in e from the Löwdin method, atoms 1 to 2: -0.271, 0.105

***

(13)
Here is a 2-piece molecular cluster, C3H7N2O2S overall from OMol25. Energies are from wB97M-V/def2-TZVPD.

Summary:
HOMO (spin up / spin down): -3.57 / -2.66 eV
E_LUMO (spin up / spin down): 0.1319 / 0.1329 hartree
total charge: -1
ΔE to the lowest compared entry with this formula, charge and spin: 51.8 kcal/mol

XYZ file:
```
15
C3H7N2O2S, DFT wB97M-V/def2-TZVPD
C -1.40 0.83 -0.34
C -0.75 -1.60 -0.74
C -0.80 -0.39 0.13
N 1.71 1.13 0.59
N 1.25 0.69 -0.61
O -1.85 1.00 -1.46
O -1.44 1.83 0.59
S -0.38 -0.51 1.78
H -1.70 -2.15 -0.69
H -0.58 -1.30 -1.77
H 0.05 -2.27 -0.42
H 1.30 2.02 0.92
H 1.50 0.40 1.30
H 0.82 1.45 -1.14
H -1.11 1.39 1.42
```

Atomic partial charges in e from the Löwdin method, atoms 1 to 2: -0.666, -0.153

***

(14)
Here is a 2-piece molecular cluster, C3H7N2OS overall from OMol25. Energies are from wB97M-V/def2-TZVPD.

Summary:
HOMO (spin up / spin down): -1.66 / -3.95 eV
E_LUMO (spin up / spin down): 0.1391 / 0.1136 hartree
spin multiplicity: 3
total charge: -1
expectation value of S²: 2.01

XYZ file:
```
14
C3H7N2OS, DFT wB97M-V/def2-TZVPD
C 2.44 -0.31 -0.17
C -1.20 -1.66 -0.42
C -0.16 1.50 0.66
N -0.59 -0.61 -0.02
N -1.12 0.60 0.15
O 1.89 -0.83 0.76
S 4.09 -0.05 -0.35
H -2.27 -1.70 -0.52
H 1.72 -0.03 -1.07
H -0.74 -2.64 -0.09
H -0.70 2.50 0.58
H 0.01 1.47 1.82
H 0.81 1.37 0.11
H 0.53 -0.74 0.31
```

Atomic partial charges in e from the Löwdin method, atoms 1 to 2: -1.048, -0.113

***

(15)
Here is a 2-piece molecular cluster, C3H7N2P overall from OMol25. Energies are from wB97M-V/def2-TZVPD.

Summary:
HOMO: -8.47 eV
E_LUMO: 0.0275 hartree
ΔE to the lowest compared entry with this formula, charge and spin: 10.8 kcal/mol

XYZ file:
```
13
C3H7N2P, DFT wB97M-V/def2-TZVPD
C 0.01 -0.99 -2.06
C -0.40 0.22 -2.02
N -0.74 1.37 -2.13
H 1.02 -1.30 -1.83
H -0.53 -1.85 -2.34
H -1.17 1.72 -1.19
C 1.44 -0.09 1.19
P 0.13 0.96 1.02
N -1.08 0.28 1.88
H 1.62 -0.98 1.90
H 2.48 0.19 0.92
H -0.90 -0.39 2.60
H -1.90 0.85 2.06
```

Atomic partial charges in e from the Löwdin method, atoms 1 to 2: -0.022, -0.384

***

(16)
Here is one molecule with the formula C3H7N2P from OMol25. Energies are from wB97M-V/def2-TZVPD.

Summary:
HOMO (spin up / spin down): -7.45 / -7.64 eV
E_LUMO (spin up / spin down): -0.0253 / -0.0135 hartree
ΔE to the lowest compared entry with this formula, charge and spin: 38.1 kcal/mol

XYZ file:
```
13
C3H7N2P, DFT wB97M-V/def2-TZVPD
C -1.58 0.43 0.23
C -1.60 1.46 -0.66
C 1.67 -1.13 0.94
N -0.49 -0.31 0.65
N 0.66 -0.43 0.14
P 1.30 -0.08 -1.47
H -2.45 0.16 0.77
H -0.67 1.95 -1.01
H -2.62 2.00 -0.77
H 1.40 -2.16 1.26
H 2.47 -1.28 0.18
H 1.95 -0.58 1.87
H -0.04 -0.04 -2.13
```

Atomic partial charges in e from the Löwdin method, atoms 1 to 2: -0.247, -0.035

***

(17)
Here is one molecule with the formula C3H7N2P from OMol25. Energies are from wB97M-V/def2-TZVPD.

Summary:
HOMO: -9.05 eV
E_LUMO: 0.0172 hartree
ΔE to the lowest compared entry with this formula, charge and spin: 33.1 kcal/mol

XYZ file:
```
13
C3H7N2P, DFT wB97M-V/def2-TZVPD
C 1.03 -1.24 -0.03
C 1.23 0.26 0.03
C 0.03 0.78 -0.84
N -0.05 -1.69 -0.38
N -1.12 -0.15 -0.83
P -2.54 -0.10 0.19
H 1.94 -1.87 0.29
H 1.21 0.61 1.07
H 2.29 0.48 -0.38
H -0.34 1.74 -0.48
H 0.31 0.99 -1.87
H -2.09 -0.39 1.56
H -2.52 -1.46 0.18
```

Atomic partial charges in e from the Löwdin method, atoms 1 to 2: -0.282, -0.163

***

(18)
Here is a 2-piece molecular cluster, C3H7N2S overall from OMol25. Energies are from wB97M-V/def2-TZVPD.

Summary:
HOMO: -13.35 eV
E_LUMO: -0.1944 hartree
total charge: +1
ΔE to the lowest compared entry with this formula, charge and spin: 60.8 kcal/mol

XYZ file:
```
13
C3H7N2S, DFT wB97M-V/def2-TZVPD
C -0.65 0.83 1.36
C -0.88 0.43 -1.95
C -1.66 -0.64 -1.40
N -0.09 0.76 2.55
N -0.09 1.28 0.30
S 0.00 1.31 -2.81
H -1.77 0.73 1.33
H -2.58 -0.54 -1.96
H -1.35 -1.54 -1.95
H -1.73 -0.66 -0.32
H -0.82 0.48 3.25
H 0.89 0.91 2.69
H 0.91 1.37 0.32
```

Atomic partial charges in e from the Löwdin method, atoms 1 to 2: -0.391, -0.567

***

(19)
Here is a 2-piece molecular cluster, C3H7N2S overall from OMol25. Energies are from wB97M-V/def2-TZVPD.

Summary:
HOMO: -14.00 eV
E_LUMO: -0.1949 hartree
total charge: +1
ΔE to the lowest compared entry with this formula, charge and spin: 82.8 kcal/mol

XYZ file:
```
13
C3H7N2S, DFT wB97M-V/def2-TZVPD
C -1.94 0.60 0.17
C 0.89 0.36 -1.01
C 0.63 -2.01 0.61
N -2.96 1.16 0.25
N 1.13 1.07 0.18
S -0.16 -1.33 -0.58
H 1.76 -0.04 -1.57
H 0.16 0.77 -1.72
H 0.35 -2.87 1.29
H 1.70 -1.58 0.93
H -3.81 1.72 0.23
H 1.97 0.74 0.65
H 0.28 1.41 0.56
```

Atomic partial charges in e from the Löwdin method, atoms 1 to 2: -0.053, -0.349

***

Largest force on an atom: 3.709, 3.740, 3.552, 6.406, 4.635, 2.992, 2.208, 5.013, 0.860, 3.701, 5.835, 5.263, 0.992, 7.688, 3.107, 2.751, 3.986, 3.184, 3.614 (eV Å⁻¹)